No. 1
Formula: C23H63NO9
Source: the Open Molecules 2025 dataset
Level of theory: wB97M-V/def2-TZVPD

Multiplicity = 1
Relative energy (zero: lowest compared OMol25 entry of this formula, charge and spin) = 1812.5 kJ/mol
Frontier orbital gap = 7.70 eV
LUMO energy = 0.3 eV

Structure (XYZ):
```
96
Properties=species:S:1:pos:R:3:forces:R:3
C -29.4748 -2.6405 29.1799 -0.2 -3.0 -1.0
O -28.7566 -3.3966 30.2015 -4.0 -1.1 -5.5
H -29.9256 -3.2995 28.4379 0.4 -0.3 -0.3
H -30.3411 -2.1548 29.6291 0.2 -0.9 -1.6
H -28.7969 -1.9322 28.7036 -0.1 -0.5 0.1
H -29.0828 -4.2887 30.3412 -0.4 -0.2 -0.4
C -29.1797 -0.1618 30.1492 -1.4 -2.3 -0.2
O -29.9756 0.9606 29.9626 -0.1 -1.0 1.4
H -28.3059 -0.1501 29.4977 -0.2 -0.4 0.6
H -28.8264 -0.1860 31.1801 -2.3 0.4 -1.4
H -29.7729 -1.0727 30.0684 1.2 2.6 -0.3
H -30.2190 1.0246 29.0362 0.3 -0.7 2.6
C -27.5932 -1.6707 37.3052 -0.1 0.1 -1.3
O -28.2877 -1.7205 36.0165 0.1 -1.2 1.3
C -28.0315 -0.6488 35.1311 -1.3 0.4 0.0
C -28.5827 -0.9936 33.7240 1.4 -0.3 1.0
N -27.5974 -1.9071 33.1016 -10.4 -2.0 3.1
C -27.8789 -2.2431 31.7080 0.0 -1.8 1.9
C -26.8588 -3.2931 31.2717 1.3 -0.7 -0.3
O -27.1486 -4.5622 31.9234 -0.5 0.5 -0.3
C -26.4365 -5.6174 31.3218 0.3 0.2 0.5
H -27.8351 -0.7842 37.8914 0.3 0.6 -0.5
H -26.5409 -1.7987 37.0514 0.2 0.5 0.5
H -27.8523 -2.4594 38.0115 -0.5 -0.6 -0.8
H -26.9770 -0.3781 35.0784 0.0 -0.1 0.2
H -28.6498 0.1732 35.4919 0.3 0.6 0.1
H -28.6517 -0.1129 33.0854 -0.3 0.2 0.5
H -29.5622 -1.4498 33.8674 0.1 0.1 0.0
H -27.6434 -2.7146 33.7065 -0.1 -0.8 -0.3
H -27.7964 -1.3753 31.0536 0.4 -1.9 0.3
H -28.8933 -2.6385 31.6561 1.2 0.8 1.2
H -25.8235 -2.9820 31.4112 -0.1 -0.3 0.8
H -26.9331 -3.4411 30.1943 0.5 0.0 0.3
H -26.7457 -5.8149 30.2954 0.0 0.3 -0.3
H -26.5862 -6.5494 31.8668 -0.1 0.2 0.3
H -25.3814 -5.3505 31.3827 0.3 -0.3 -0.4
C -26.3232 0.3323 28.4436 -0.5 1.2 -1.3
C -27.5474 0.9219 27.6370 1.9 -0.3 1.5
C -27.4946 2.4729 27.5700 0.4 0.0 -0.2
O -27.5501 0.3139 26.3831 -0.3 0.2 -1.1
H -26.3448 -0.7573 28.4289 -0.2 -0.1 0.1
H -26.3048 0.6806 29.4763 0.1 0.7 -2.2
H -25.3907 0.6408 27.9708 0.1 0.1 -0.2
H -28.4348 0.5284 28.1327 0.5 0.6 -0.6
H -28.2488 2.9223 26.9241 0.0 -0.2 -0.2
H -26.5634 2.8466 27.1442 0.4 -0.3 0.1
H -27.6128 2.9585 28.5386 0.1 -0.3 0.2
H -26.8200 0.7178 25.9084 0.2 -0.2 -0.4
C -30.7458 1.5570 26.1432 0.0 1.9 0.8
C -30.3754 1.6457 27.6313 -1.3 0.5 -3.8
C -31.3008 2.4460 28.5110 -0.4 1.3 -2.1
O -30.4988 0.3227 28.1308 -1.3 -3.9 -6.1
H -30.0828 0.9249 25.5526 -0.2 -0.2 0.3
H -30.5921 2.5966 25.8539 -0.1 0.1 -0.8
H -31.8165 1.3742 26.0516 0.0 -0.4 -0.3
H -29.3302 1.9549 27.6320 -1.3 -0.3 0.8
H -31.3804 3.4853 28.1923 0.0 0.1 -0.3
H -30.8821 2.5250 29.5143 -0.6 -2.3 -3.2
H -32.3104 2.0363 28.4805 -0.1 -0.1 0.2
H -31.3920 0.0573 27.9001 -0.2 -0.3 -0.1
C -31.1074 -1.8436 31.6844 0.3 0.4 -0.4
C -32.4221 -2.5781 31.5986 1.3 1.2 1.6
C -33.4144 -1.9967 32.5970 -1.0 -1.2 0.3
O -32.9807 -2.4702 30.3484 -0.5 -0.5 -2.3
H -30.5806 -2.0467 32.6168 -0.5 0.2 -0.2
H -31.2073 -0.7775 31.4805 -0.5 -0.2 0.8
H -30.4072 -2.0440 30.8735 -1.1 -1.2 2.0
H -32.1448 -3.6214 31.7491 -0.8 -0.3 0.2
H -33.6100 -0.9331 32.4608 0.4 0.1 -0.1
H -33.2803 -2.2162 33.6563 0.6 0.2 0.0
H -34.3466 -2.5079 32.3569 -0.3 0.1 0.0
H -33.2484 -1.5690 30.1537 0.0 0.2 0.3
C -30.5400 3.5771 31.0963 -0.3 0.1 1.3
C -30.1489 2.4749 32.1240 -1.5 -0.4 -0.4
C -31.2636 1.3754 32.3894 0.1 1.7 0.0
O -29.0517 1.7724 31.6434 2.5 3.4 5.7
H -30.9803 3.1396 30.2003 0.4 2.6 3.4
H -29.6456 4.1551 30.8637 0.1 -0.1 -0.2
H -31.3026 4.2904 31.4088 -0.1 0.0 0.6
H -29.8971 2.9718 33.0609 0.2 -0.1 0.1
H -32.2163 1.7447 32.7689 0.0 0.4 0.2
H -30.8663 0.6764 33.1254 -0.1 -0.2 -0.3
H -31.4998 0.9268 31.4245 0.1 0.0 0.5
H -29.3197 1.2333 30.8957 0.0 2.5 1.1
C -24.6631 0.7331 32.5897 -0.4 0.2 1.3
C -26.0038 -0.0095 32.5949 1.4 0.5 -1.4
C -26.8487 0.3826 31.4164 1.2 0.7 1.0
O -25.7499 -1.3822 32.5470 9.7 3.9 -2.6
H -24.1569 0.4439 33.5106 0.4 -0.1 -0.1
H -24.7791 1.8138 32.6711 -0.2 0.2 -0.2
H -24.0258 0.5157 31.7326 -0.2 -0.3 0.0
H -26.6584 0.2471 33.4279 0.8 0.3 0.5
H -27.0874 1.4461 31.4160 0.1 -0.1 0.1
H -27.7766 -0.1797 31.5212 3.0 2.0 0.6
H -26.3550 0.1672 30.4688 -0.3 -1.2 2.4
H -26.5569 -1.7438 32.9207 1.6 0.2 1.5
```
Forces are in eV/Å.

Atomic partial charges in e from the Löwdin method, atoms 1 to 6: -0.080 -0.217 0.107 0.036 0.103 0.126


No. 2
Formula: C23H64ClF2O12SSi
Source: the Open Molecules 2025 dataset
Level of theory: wB97M-V/def2-TZVPD

Multiplicity = 1
Total charge = +1
Frontier orbital gap = 3.60 eV
LUMO energy = -7.0 eV

Structure (XYZ):
```
104
Properties=species:S:1:pos:R:3:forces:R:3
C -0.4302 -5.8678 1.8497 -0.8 0.0 0.4
Si 0.0790 -4.6815 0.3785 1.2 -1.0 0.8
C 0.1241 -5.7272 -1.2371 0.0 -1.1 -1.6
C -1.2356 -3.2561 0.3790 -0.6 2.0 -0.4
C -2.1748 -3.1987 -0.9640 -1.1 0.3 0.4
C -3.3917 -2.0856 -0.6861 -1.0 -4.4 -0.8
F -4.1231 -2.5223 0.5620 1.9 2.2 -3.7
F -4.3484 -1.9755 -1.8149 2.9 0.2 3.9
S -2.7410 -0.3562 -0.3255 0.2 1.7 -0.1
Cl -1.5078 0.3492 -1.8851 -1.2 -1.3 1.6
C 1.7949 -3.7997 0.7404 3.3 2.1 0.4
C 2.2304 -2.6574 -0.4000 2.6 0.0 3.0
C 3.6118 -1.7431 -0.2898 -1.9 -3.7 3.6
C 4.5491 -2.0361 1.0500 -3.1 -1.8 -0.9
C 4.1252 -3.1938 2.1772 -2.1 0.6 -2.6
C 2.7305 -4.1037 2.0542 1.4 3.4 -3.3
H 0.4444 -6.5690 2.1856 -1.7 1.4 -0.5
H -1.3399 -6.5511 1.5351 1.8 1.3 0.6
H -0.8274 -5.1649 2.7186 1.0 -1.7 -1.5
H 0.8502 -6.6667 -1.1271 -1.5 2.1 0.0
H -0.9409 -6.1964 -1.4882 2.2 1.0 0.5
H 0.5116 -5.1485 -2.1925 -0.9 -1.1 1.9
H -1.8309 -3.3240 1.3948 0.8 0.1 -2.2
H -0.6556 -2.2142 0.4225 -0.9 -2.2 -0.1
H -2.6934 -4.2477 -1.1909 0.9 2.5 0.5
H -1.6213 -2.8357 -1.9378 -0.9 -0.7 2.0
H -1.8500 -0.4263 0.7909 -0.6 -0.6 -1.3
H 1.5200 -2.4562 -1.3136 1.6 -0.6 2.0
H 3.8417 -0.9342 -1.1059 -0.3 -1.8 1.9
H 5.5337 -1.3762 1.1563 -2.3 -1.7 0.1
H 4.8252 -3.3597 3.1231 -1.6 0.5 -2.4
H 2.4235 -4.9236 2.8646 0.8 2.1 -2.0
C 8.5547 -0.0826 2.5793 0.1 -0.1 0.0
O 7.4063 -0.0092 1.7547 -0.3 -0.1 -0.6
H 8.2683 0.1470 3.6083 0.0 0.0 -0.2
H 8.9716 -1.0918 2.5360 0.2 0.1 0.2
H 9.2959 0.6444 2.2387 0.1 -0.1 0.2
H 7.6912 -0.2175 0.8486 -0.3 0.2 0.3
C -2.7771 -0.9825 3.7254 0.2 -0.3 0.2
O -3.9715 -0.4883 3.1481 -0.4 0.0 -1.0
H -2.5527 -0.4058 4.6258 -0.1 0.0 -0.2
H -2.9082 -2.0341 3.9922 0.2 0.0 0.1
H -1.9556 -0.8759 3.0128 0.4 -0.1 0.2
H -4.1450 -1.0188 2.3518 -0.3 0.2 0.6
C 1.5462 -0.6752 2.9889 0.2 0.0 -0.2
O 0.6745 -1.7798 3.1444 -0.7 -0.4 -0.2
H 1.4701 -0.0357 3.8715 -0.1 -0.1 -0.1
H 2.5740 -1.0323 2.8879 0.0 0.2 -0.1
H 1.2585 -0.1048 2.1024 0.3 0.2 0.1
H 0.7636 -2.3288 2.3468 0.3 0.1 0.4
C -6.4013 2.0433 -1.0681 -0.1 -0.1 -0.2
O -5.3919 2.4490 -0.1621 0.8 -0.1 0.3
H -7.3587 2.4556 -0.7411 0.2 0.0 0.0
H -6.1676 2.4186 -2.0674 -0.2 -0.1 -0.1
H -6.4625 0.9524 -1.0820 -0.2 0.0 -0.1
H -4.5546 2.0684 -0.4778 -0.5 0.4 0.3
C -0.0719 2.1810 1.0834 0.2 0.4 0.4
O 1.2170 2.3677 1.6386 0.0 0.2 0.0
H -0.0603 1.2907 0.4503 0.2 0.0 0.0
H -0.7995 2.0444 1.8871 -0.3 0.0 -0.1
H -0.3391 3.0515 0.4795 -0.3 -0.1 -0.1
H 1.1759 3.1642 2.1950 0.1 -0.4 -0.2
C 6.7869 1.0584 -2.4112 0.0 0.2 -0.3
O 6.3497 0.4013 -1.2359 -0.3 0.0 0.7
H 7.2680 0.3296 -3.0677 0.0 0.0 0.2
H 5.9283 1.4974 -2.9251 0.3 0.0 -0.1
H 7.5054 1.8384 -2.1477 0.1 0.1 -0.2
H 5.9274 1.0725 -0.6733 0.2 -0.4 -0.2
C -5.9138 1.2815 5.6374 0.2 -0.1 -0.1
O -4.6674 1.4810 4.9963 0.2 0.0 -0.3
H -5.9501 1.8935 6.5417 0.1 -0.1 -0.2
H -6.7221 1.5800 4.9654 -0.2 -0.1 0.2
H -6.0208 0.2283 5.9082 -0.3 0.0 0.1
H -4.6644 0.9258 4.1981 0.1 0.3 0.4
C 2.1001 -0.1092 -3.8948 0.0 0.4 -0.3
O 1.6629 -0.7664 -2.7195 -0.6 0.0 0.8
H 2.5812 -0.8380 -4.5513 -0.1 0.1 0.2
H 1.2415 0.3298 -4.4087 0.3 0.1 -0.2
H 2.8186 0.6708 -3.6314 0.0 0.0 -0.3
H 1.2405 -0.0951 -2.1569 0.4 -0.4 -0.2
C 3.3088 2.8737 -1.6357 0.2 0.3 0.1
O 4.2771 3.0046 -2.6601 0.2 0.3 -0.1
H 2.6251 2.0619 -1.8947 0.2 0.1 0.0
H 3.8059 2.6410 -0.6908 -0.3 0.0 0.2
H 2.7460 3.8058 -1.5438 -0.2 -0.1 0.2
H 4.8691 3.7318 -2.4027 -0.3 -0.4 -0.3
C -5.6827 4.5268 -4.2737 0.0 -0.1 0.2
O -4.3506 4.2606 -4.6723 0.5 -0.4 0.2
H -6.1032 5.2932 -4.9290 0.2 -0.2 0.1
H -6.2778 3.6140 -4.3555 -0.3 0.1 0.0
H -5.6900 4.8882 -3.2425 -0.3 0.1 0.0
H -4.0040 3.5776 -4.0732 -0.1 0.5 -0.4
C 3.1178 2.4936 -6.7428 0.1 0.1 -0.2
O 2.2461 1.3890 -6.5873 -0.2 -0.6 -0.2
H 3.0417 3.1331 -5.8602 0.0 -0.2 -0.1
H 4.1456 2.1365 -6.8437 0.1 0.3 0.0
H 2.8301 3.0640 -7.6293 0.2 0.2 0.1
H 2.3352 0.8400 -7.3849 -0.1 0.3 0.5
C -6.4482 4.2198 3.2088 0.0 -0.1 -0.2
O -5.2018 4.4193 2.5677 0.3 -0.1 -0.5
H -6.4845 4.8318 4.1131 0.1 -0.1 -0.2
H -7.2565 4.5183 2.5368 -0.2 0.0 0.2
H -6.5552 3.1666 3.4796 -0.2 0.1 0.1
H -5.1988 3.8641 1.7695 0.0 0.3 0.4
```
Forces are in eV/Å.

Atomic partial charges in e from the Löwdin method, atoms 1 to 6: -0.218 0.528 -0.231 -0.272 -0.148 -0.479